15
Properties=species:S:1:pos:R:3:nbo_charge:R:1 method="wB97M-V/def2-TZVPD" orbital_gap_ev=10.24 largest_force_ev_per_a=1.59 smiles="[H]/N=C/N.C=NC" e_lumo_ev=0.889 e_homo_ev=-9.35
C -0.993 1.321 -1.714 -0.46
C -1.233 1.351 0.573 -0.07
N -0.969 2.050 -0.448 -0.38
H -1.263 2.004 -2.516 0.21
H -1.750 0.543 -1.729 0.18
H -0.068 0.857 -2.022 0.20
H -1.370 1.898 1.503 0.17
H -1.325 0.262 0.585 0.15
N 1.773 -1.058 1.696 -0.82
C 1.341 -1.475 0.475 0.27
N 0.774 -2.609 0.286 -0.72
H 1.685 -0.068 1.859 0.39
H 1.499 -1.628 2.479 0.39
H 1.587 -0.887 -0.408 0.15
H 0.312 -2.561 -0.620 0.34